Molecular formula: C15H17IN2Pd
Method: DFT, ωB97M-V/def2-TZVPD

Last column: Löwdin charge in e.
Cartesian coordinates (Å):
C 0.5502 -1.1142 -5.4253  -0.167
C 0.5502 0.3820 -5.7533  -0.163
H 1.5714 -1.5026 -5.3457  0.071
H 0.0349 -1.6903 -6.2015  0.077
H 0.0443 -1.3115 -4.4738  -0.005
H 0.9123 0.9739 -4.9054  0.050
H 1.1961 0.6000 -6.6108  0.076
H -0.4577 0.7343 -5.9982  0.068
Pd 0.0000 0.0000 0.0000  0.774
C -0.8883 1.1023 -1.4685  -0.177
H -0.1386 1.8330 -1.7994  0.048
H -1.7451 1.6041 -1.0000  0.043
H -1.2305 0.5196 -2.3234  -0.019
I -0.3994 -2.1306 -1.4024  0.846
C 1.0987 -3.0245 2.9497  -0.008
C 0.7983 -2.4554 1.7043  -0.148
N 0.5587 -1.1133 1.6069  -0.088
C 0.6213 -0.3174 2.7120  -0.156
C 0.9163 -0.8444 3.9810  -0.130
C 1.1516 -2.2186 4.0923  0.027
C 0.9630 0.0169 5.0931  0.115
C 0.7352 1.3948 4.9321  0.120
C 0.4567 1.9209 3.6587  -0.135
C 0.2359 3.2877 3.4415  0.076
C -0.0333 3.7520 2.1460  0.012
C -0.0943 2.8432 1.0795  -0.022
N 0.1088 1.5170 1.3153  -0.025
C 0.3921 1.0523 2.5572  -0.150
H 1.2820 -4.0883 3.0296  0.127
H 0.7579 -3.1087 0.8533  0.029
H 1.3775 -2.6658 5.0529  0.137
H 1.1788 -0.3730 6.0803  0.149
H 0.7792 2.0455 5.7974  0.152
H 0.2738 3.9918 4.2644  0.146
H -0.2020 4.8064 1.9711  0.129
H -0.3158 3.2079 0.0891  0.118

Summary:
energy relative to the best compared isomer or geometry (same formula, charge and spin)	0.0	kcal per mole
DFT total energy	-30370.51792	eV
expectation value of S²	6.045
net charge	+2
HOMO level (spin up / spin down)	-12.627 / -16.167	eV
gap between HOMO and LUMO (spin up / spin down)	4.7 / 5.4	eV
maximum force	0.075	hartree/bohr
E_LUMO (spin up / spin down)	-7.91 / -10.74	eV
spin multiplicity	5